<w>
{
  "formula": "C3H6N2S2",
  "method": "ωB97M-V/def2-TZVPD",
  "elements": ["C", "N", "C", "S", "C", "N", "S", "H", "H", "H", "H", "H", "H"],
  "positions_angstrom": [[1.19024, -1.82542, -0.54489], [0.54022, -0.59728, -0.09138], [1.24910, 0.38561, 0.55430], [2.86831, 0.30473, 0.88090], [-0.74225, -0.32497, -0.45179], [-1.42921, 0.71291, -0.11189], [-3.11280, 0.59196, -0.46845], [0.37437, -2.41977, -1.04541], [1.49957, -2.37077, 0.34627], [2.06437, -1.74290, -1.19098], [0.57757, 1.19147, 0.81179], [-1.18641, -1.08947, -1.12507], [-3.37718, 1.86361, -0.31865]],
  "orbital_gap_ev": 8.31,
  "e_homo_ev": -8.49,
  "smiles": "CN(C=S)/C=N/S",
  "charge": 0,
  "molar_mass_g_mol": 134.23,
  "lumo_ha": -0.00665
}

<x>
{
  "formula": "C3H6N2S2",
  "method": "ωB97M-V/def2-TZVPD",
  "elements": ["C", "C", "N", "S", "C", "N", "S", "H", "H", "H", "H", "H", "H"],
  "positions_angstrom": [[0.43700, 1.72459, 0.36932], [-0.50188, 0.99968, -0.26368], [-0.72094, -0.36780, -0.05836], [-2.30574, -0.94906, -0.23646], [0.08773, -1.18704, 0.77907], [1.33933, -1.39050, 0.66804], [2.33921, -0.86511, -0.54664], [0.60713, 2.77089, 0.13220], [1.13898, 1.26578, 1.03440], [-1.22920, 1.44349, -0.92469], [-2.18821, -1.72355, -1.34828], [-0.47404, -1.65117, 1.61829], [1.47063, -0.07019, -1.22321]],
  "orbital_gap_ev": 9.28,
  "e_homo_ev": -8.72,
  "smiles": "C=CN(S)/C=N\\S",
  "charge": 0,
  "molar_mass_g_mol": 134.23,
  "lumo_ha": 0.02077
}

<y>
{
  "formula": "C3H6N2S2",
  "method": "ωB97M-V/def2-TZVPD",
  "elements": ["C", "C", "C", "N", "N", "S", "S", "H", "H", "H", "H", "H", "H"],
  "positions_angstrom": [[-0.75154, -0.47598, -0.61888], [0.08442, -0.08963, 0.35605], [1.63710, -0.05471, 0.20055], [-2.15333, -0.61117, -0.45662], [-4.40846, 0.60109, -0.22199], [-1.94343, 2.45753, -0.84620], [-2.83195, 0.78402, -0.43094], [-0.42782, -0.87084, -1.65460], [-0.31642, 0.24029, 1.37810], [2.27381, -0.40554, 1.12389], [1.75725, 0.99991, 0.13535], [1.86778, -0.58706, -0.59642], [-4.97057, 1.44875, -0.26157]],
  "orbital_gap_ev": 8.37,
  "e_homo_ev": -9.22,
  "charge": 0,
  "molar_mass_g_mol": 134.23,
  "lumo_ha": -0.03124
}

<w> (0.0312 hartree below the next structure)

<w>
{
  "formula": "C3H6N2S2",
  "method": "ωB97M-V/def2-TZVPD",
  "elements": ["N", "C", "N", "C", "C", "S", "S", "H", "H", "H", "H", "H", "H"],
  "positions_angstrom": [[2.14643, 0.42265, 0.11606], [0.75513, 0.21848, 0.33028], [0.47585, -0.53242, 1.46862], [-0.20090, 0.80680, -0.49185], [-1.50593, 0.14255, -0.87398], [-2.61028, 0.77699, -1.83778], [-1.90547, -1.43527, -0.12906], [2.65286, 0.82663, -0.86141], [2.99216, 0.42324, 0.85068], [-0.55292, -0.56645, 1.36983], [0.88683, -1.58627, 1.55612], [0.12119, 1.69242, -1.10770], [-3.25495, -1.18934, -0.38980]],
  "orbital_gap_ev": 8.14,
  "e_homo_ev": -8.20,
  "smiles": "NC(N)=CC(=S)S",
  "charge": 0,
  "molar_mass_g_mol": 134.23,
  "lumo_ha": -0.00238
}

<x>
{
  "formula": "C3H6N2S2",
  "method": "ωB97M-V/def2-TZVPD",
  "elements": ["C", "C", "C", "H", "H", "H", "H", "H", "H", "N", "N", "S", "S"],
  "positions_angstrom": [[-1.48317, 0.76468, 0.00270], [-0.73935, 1.97316, -0.01596], [1.12179, -0.12824, 0.44098], [-2.45488, 1.07340, -0.12581], [-0.93282, -0.14464, -0.58926], [-1.33826, 0.59598, 1.27625], [2.01035, -0.58390, 1.35149], [1.87625, -2.67342, 0.07614], [0.66095, -2.61018, -1.45787], [0.62299, -0.93434, -0.49517], [0.87437, -2.34669, -0.41000], [-1.18735, 3.45861, -0.21994], [0.96914, 1.55556, 0.16645]],
  "orbital_gap_ev": 8.21,
  "e_homo_ev": -8.49,
  "charge": 0,
  "molar_mass_g_mol": 134.23,
  "lumo_ha": -0.01001
}

<w> (0.1026 hartree below the next structure)

<w>
{
  "formula": "C4H7P",
  "method": "ωB97M-V/def2-TZVPD",
  "elements": ["C", "C", "C", "C", "P", "H", "H", "H", "H", "H", "H", "H"],
  "positions_angstrom": [[-2.66906, -0.00154, 0.42133], [-1.27760, 0.24366, 0.09996], [-0.16339, 0.49836, -0.23424], [1.52022, 0.45144, -0.67224], [2.43625, -0.36121, 0.74934], [-3.33792, -0.23962, -0.35316], [-3.24286, 0.80322, 0.99203], [-2.52881, -0.82416, 1.04467], [1.78449, -0.09879, -1.60708], [1.65715, 1.59749, -0.67371], [3.70319, -0.40459, -0.05602], [2.11833, -1.66427, 0.28910]],
  "orbital_gap_ev": 10.52,
  "e_homo_ev": -9.64,
  "smiles": "CC#CCP",
  "charge": 0,
  "molar_mass_g_mol": 86.07,
  "lumo_ha": 0.03258
}

<x>
{
  "formula": "C4H7P",
  "method": "ωB97M-V/def2-TZVPD",
  "elements": ["C", "C", "C", "C", "P", "H", "H", "H", "H", "H", "H", "H"],
  "positions_angstrom": [[-1.50219, 0.72902, 0.83649], [-0.35297, -0.02576, 0.33942], [0.26000, -1.20519, 0.32462], [0.28587, -0.41378, -0.93366], [1.93128, 0.45346, -1.33333], [-1.52769, 0.82169, 2.00602], [-2.46469, 0.29682, 0.61074], [-1.50911, 1.89246, 0.66396], [0.69778, -2.05457, 0.78844], [-0.31222, -0.61875, -1.89056], [2.49285, -0.88014, -1.29025], [2.00109, 1.00475, -0.12188]],
  "orbital_gap_ev": 9.05,
  "e_homo_ev": -8.18,
  "smiles": "CC1=C[C@@H]1P",
  "charge": 0,
  "molar_mass_g_mol": 86.07,
  "lumo_ha": 0.03192
}

<w> (0.0174 hartree below the next structure)